ORCA calculation (wB97M-V/def2-TZVPD) on a 3-piece molecular cluster, C35H62N2O7 overall.

As for the HOMO-LUMO gap (spin up / spin down): 0.330 / 0.351 Ha. As for the spin multiplicity: 3. The calculation puts the HOMO energy (spin up / spin down) at -8.84 / -9.61 eV. The value obtained for the largest force on an atom is 4.83 eV/Å. Its expectation value of S² is 2.01.

The geometry in XYZ format:
```
106
C35H62N2O7 (wB97M-V/def2-TZVPD)
C -6.80 -4.15 -2.69
C -5.50 -4.24 -1.82
C -5.49 -3.21 -0.66
C -4.05 -2.88 -0.12
C -3.84 -3.42 1.32
C -2.50 -4.17 1.57
C -2.60 -5.72 1.45
C -3.27 -6.08 0.09
C -2.84 -7.51 -0.39
C -2.09 -7.57 -1.70
C -1.00 -6.93 -2.10
C -0.18 -5.86 -1.40
C -0.22 -4.59 -2.30
O -1.54 -4.47 -2.83
C -1.79 -3.25 -3.42
C -1.49 -1.92 -2.73
O -2.29 -3.25 -4.47
C -0.64 -7.39 -3.50
O 0.25 -7.04 -4.11
O -1.55 -8.35 -3.90
C -2.45 -8.46 -2.88
O -3.40 -9.12 -2.87
H -7.61 -3.70 -2.10
H -7.11 -5.17 -2.93
H -6.63 -3.63 -3.65
H -4.61 -4.09 -2.45
H -5.46 -5.28 -1.47
H -6.14 -3.54 0.16
H -5.91 -2.27 -1.03
H -3.96 -1.78 -0.07
H -3.29 -3.22 -0.83
H -3.85 -2.55 1.99
H -4.66 -4.08 1.64
H -1.66 -3.80 0.97
H -2.21 -3.99 2.63
H -3.20 -6.13 2.28
H -1.60 -6.16 1.50
H -4.35 -6.12 0.27
H -3.01 -5.36 -0.69
H -2.17 -7.94 0.37
H -3.72 -8.16 -0.46
H 0.86 -6.19 -1.25
H -0.66 -5.65 -0.43
H 0.47 -4.81 -3.14
H 0.13 -3.69 -1.77
H -2.41 -1.33 -2.68
H -1.14 -2.09 -1.71
H -0.76 -1.33 -3.30
C 0.93 2.89 0.31
C -0.20 2.06 0.97
C -0.30 2.33 2.48
C 0.71 1.58 3.34
C 0.71 0.10 3.00
C 0.95 -0.15 1.51
N 0.00 0.61 0.64
O -1.16 0.02 0.71
C 2.42 0.22 1.19
C 0.88 -1.65 1.22
C -1.48 2.64 0.35
H 1.83 2.33 0.08
H 0.62 3.30 -0.65
H 1.22 3.74 0.94
H -1.30 2.05 2.83
H -0.21 3.40 2.67
H 1.71 2.02 3.22
H 0.45 1.71 4.40
H 1.47 -0.41 3.59
H -0.25 -0.34 3.30
H 2.63 0.12 0.12
H 3.10 -0.45 1.72
H 2.70 1.23 1.50
H -0.07 -2.09 1.52
H 1.66 -2.18 1.78
H 1.04 -1.85 0.16
H -1.54 2.42 -0.72
H -1.49 3.72 0.47
H -2.39 2.26 0.82
C 4.75 8.69 -0.72
C 3.61 7.86 -0.05
C 3.52 8.15 1.46
C 4.53 7.41 2.33
C 4.52 5.92 2.00
C 4.77 5.66 0.51
N 3.81 6.41 -0.36
O 2.66 5.82 -0.29
C 6.23 6.02 0.19
C 4.69 4.15 0.24
C 2.34 8.43 -0.68
H 5.65 8.11 -0.94
H 4.43 9.08 -1.69
H 5.04 9.54 -0.10
H 2.52 7.87 1.81
H 3.61 9.22 1.63
H 5.53 7.84 2.20
H 4.27 7.55 3.38
H 5.29 5.41 2.59
H 3.56 5.49 2.31
H 6.44 5.91 -0.88
H 6.91 5.35 0.72
H 6.51 7.03 0.49
H 3.74 3.72 0.55
H 5.47 3.63 0.80
H 4.85 3.93 -0.82
H 2.28 8.21 -1.75
H 2.33 9.52 -0.57
H 1.43 8.06 -0.20
```

ORCA calculation (wB97M-V/def2-TZVPD) on C18H31BEuN2O5S as an isolated structure.

As for the HOMO-LUMO gap (spin up / spin down): 0.233 / 0.241 Ha. As for the spin multiplicity: 8. Its net charge is +2. The calculation puts the HOMO energy (spin up / spin down) at -14.83 / -14.83 eV. The value obtained for the largest force on an atom is 4.61 eV/Å. Its expectation value of S² is 15.76.

The geometry in XYZ format:
```
59
C18H31BEuN2O5S (wB97M-V/def2-TZVPD)
C 1.29 -2.08 1.81
C -0.02 -2.01 2.72
C 0.34 -2.49 4.21
C -0.49 -0.50 2.85
C -1.75 -0.13 1.97
C -1.74 -0.93 0.56
C -2.35 -0.04 -0.61
C -2.69 -0.82 -1.93
C -1.46 -1.69 -2.49
C -0.16 -0.79 -2.65
N 0.52 -0.91 -3.97
C 1.98 -0.73 -3.91
C 2.48 0.54 -3.13
C 1.75 1.84 -2.99
C 2.33 2.96 -2.20
C 3.65 2.85 -1.54
C 4.41 1.57 -1.70
C 3.83 0.46 -2.48
O 4.61 -0.75 -2.60
S -3.83 0.88 0.05
O -4.13 1.98 -0.89
O -4.98 0.01 0.23
O -3.43 1.60 1.49
C -2.01 1.41 1.79
B -1.75 2.30 3.14
N -1.96 1.84 4.52
O -1.32 3.64 2.97
H 1.26 -3.04 1.17
H 2.25 -2.01 2.42
H 1.25 -1.17 1.11
H -0.82 -2.71 2.36
H 0.91 -3.46 4.12
H 0.89 -1.70 4.77
H -0.63 -2.71 4.73
H 0.36 0.23 2.66
H -0.79 -0.37 3.93
H -2.65 -0.54 2.52
H -2.38 -1.84 0.65
H -0.68 -1.19 0.25
H -1.59 0.78 -0.80
H -3.51 -1.55 -1.72
H -2.95 -0.11 -2.76
H -1.74 -2.27 -3.41
H -1.24 -2.47 -1.70
H 0.51 -0.98 -1.76
H -0.50 0.29 -2.56
H 0.12 -0.23 -4.62
H 2.50 -1.62 -3.46
H 2.34 -0.63 -4.97
H 0.74 1.96 -3.44
H 1.74 3.91 -2.09
H 4.05 3.71 -0.93
H 5.41 1.45 -1.21
H 5.27 -0.59 -3.31
H -1.37 1.88 0.99
H -1.05 1.52 4.89
H -2.14 2.70 5.07
H -1.41 3.87 2.03
Eu 2.74 -1.10 -0.16
```

ORCA calculation (wB97M-V/def2-TZVPD) on one molecule with the formula C17H24N2O2.

As for the HOMO-LUMO gap: 0.370 Ha. The energy above the lowest of the compared OMol25 structures with the same formula, charge and spin comes out at 6.23 kcal per mole. The calculation puts the HOMO energy at -9.31 eV. The value obtained for the largest force on an atom is 0.67 eV/Å. As for the structure (SMILES): CC(C)CCN1C[C@H](C(=O)NCc2ccccc2)CC1=O.

The geometry in XYZ format:
```
45
C17H24N2O2 (wB97M-V/def2-TZVPD)
C -2.43 -1.85 1.46
H -2.35 -0.86 1.91
H -1.80 -2.54 2.01
H -3.46 -2.19 1.54
C -2.01 -1.79 -0.01
C -2.11 -3.17 -0.66
H -1.75 -3.13 -1.69
H -3.14 -3.50 -0.67
H -1.52 -3.90 -0.11
C -0.61 -1.17 -0.18
C 0.54 -2.04 0.33
N 1.79 -1.31 0.30
C 2.64 -1.32 -0.75
O 2.49 -1.96 -1.76
C 3.79 -0.38 -0.42
H 4.09 0.20 -1.28
C 3.27 0.46 0.75
H 4.05 0.72 1.47
C 2.62 1.78 0.32
O 2.80 2.81 0.92
N 1.80 1.68 -0.75
H 1.63 0.77 -1.17
C 0.93 2.76 -1.17
C -0.48 2.48 -0.72
C -1.45 2.07 -1.62
C -2.73 1.76 -1.18
C -3.04 1.86 0.16
C -2.07 2.27 1.07
C -0.80 2.58 0.63
H -0.04 2.90 1.33
H -2.31 2.35 2.12
H -4.03 1.61 0.51
H -3.48 1.45 -1.89
H -1.21 1.99 -2.67
H 1.32 3.67 -0.70
H 0.99 2.86 -2.26
C 2.19 -0.44 1.38
H 1.35 0.13 1.76
H 2.61 -1.03 2.21
H 4.65 -0.99 -0.11
H 0.67 -2.91 -0.31
H 0.36 -2.37 1.36
H -0.60 -0.21 0.34
H -0.44 -0.98 -1.24
H -2.70 -1.11 -0.53
```

ORCA calculation (wB97M-V/def2-TZVPD) on C4H12ClO2 as an isolated structure.

As for the HOMO-LUMO gap: 0.297 Ha. The energy above the lowest of the compared OMol25 structures with the same formula, charge and spin comes out at 113.14 kcal per mole. Its net charge is -1. The calculation puts the HOMO energy at -4.19 eV. The value obtained for the largest force on an atom is 13.39 eV/Å.

The geometry in XYZ format:
```
19
C4H12ClO2 (wB97M-V/def2-TZVPD)
Cl 1.95 0.24 -0.38
C -0.70 3.83 -0.26
C 0.46 2.86 0.16
O 0.37 1.89 -0.91
H -0.50 4.26 -1.33
H -0.89 4.69 0.42
H -1.62 3.51 -0.05
H 0.27 2.31 1.04
H 1.27 3.25 0.21
H 0.94 1.39 -0.46
C -0.69 -4.06 0.10
C -0.25 -2.63 0.14
O 1.01 -2.48 0.74
H 0.18 -4.70 -0.51
H -1.52 -4.20 -0.37
H -0.63 -4.31 1.12
H -0.91 -1.98 0.88
H -0.28 -2.07 -0.82
H 1.56 -1.83 0.25
```